(1)
{
  "formula": "C12H16Si",
  "method": "ωB97M-V/def2-TZVPD",
  "species": ["C", "C", "C", "C", "C", "C", "C", "C", "C", "C", "C", "C", "Si", "H", "H", "H", "H", "H", "H", "H", "H", "H", "H", "H", "H", "H", "H", "H", "H"],
  "positions_angstrom": [[3.9034, -0.2172, -0.4556], [3.2362, -1.0616, 0.4638], [3.2868, 0.9426, -1.0055], [1.9673, -0.6600, 0.9088], [2.0618, 1.3072, -0.5426], [1.3660, 0.5024, 0.4411], [0.0615, 0.9188, 0.9465], [-2.4629, 0.9451, -0.9366], [0.0287, 1.7893, 1.9470], [-1.9967, -1.5248, 1.3745], [-0.8710, -1.1172, -1.4896], [-3.8044, 0.7748, -1.1557], [-1.3832, -0.0800, 0.1154], [4.9106, -0.2300, -0.8617], [3.6156, -1.9845, 0.8770], [3.9441, 1.5956, -1.6979], [1.2876, -1.2940, 1.4627], [1.5516, 2.1703, -0.8698], [-0.8850, 2.1856, 2.5086], [1.0480, 2.1305, 2.2504], [-1.7677, -1.3315, 2.4065], [-3.0062, -1.4116, 1.3490], [-1.8007, -2.5661, 1.1125], [-1.2838, -2.1647, -1.5230], [-1.1338, -0.4434, -2.3241], [0.2841, -1.3065, -1.3470], [-4.3697, 0.2992, -0.2650], [-4.1418, 1.6749, -1.6563], [-3.6464, 0.1568, -2.0334]],
  "mulliken_charge": [-0.20, -0.80, -0.48, 0.25, -0.15, -0.28, -0.01, -0.37, -0.79, -1.43, -1.11, -0.74, 0.74, 0.32, 0.40, 0.26, 0.35, 0.46, 0.26, 0.30, 0.36, 0.51, 0.35, 0.31, 0.34, 0.26, 0.21, 0.37, 0.29],
  "homo_ev": -7.82,
  "e_above_lowest_kj_mol": 625.2,
  "total_charge": 0,
  "homo_lumo_gap_ev": 7.71,
  "lumo_ev": -0.110
}


(2)
{
  "formula": "C46H39N6O7PTi",
  "method": "ωB97M-V/def2-TZVPD",
  "species": ["Ti", "O", "N", "O", "C", "C", "C", "C", "C", "C", "N", "C", "C", "N", "C", "C", "C", "C", "H", "H", "H", "H", "H", "H", "H", "N", "N", "C", "O", "O", "H", "H", "H", "C", "C", "C", "C", "C", "C", "N", "C", "C", "C", "C", "C", "C", "C", "O", "O", "C", "C", "H", "H", "H", "H", "H", "H", "H", "H", "H", "H", "H", "H", "H", "H", "O", "P", "C", "C", "C", "C", "C", "C", "C", "C", "C", "C", "C", "C", "C", "C", "C", "C", "C", "C", "H", "H", "H", "H", "H", "H", "H", "H", "H", "H", "H", "H", "H", "H", "H"],
  "positions_angstrom": [[-0.7329, 0.5747, 0.3417], [3.1504, 6.3708, 2.5164], [3.7940, 5.3592, 2.3546], [4.9975, 5.3040, 2.4482], [3.0684, 4.1019, 2.0246], [3.8490, 3.0059, 1.9219], [3.2827, 1.7268, 1.6397], [4.0477, 0.5488, 1.5562], [3.4110, -0.6390, 1.3183], [2.0161, -0.6466, 1.1736], [1.2838, 0.4474, 1.2485], [1.9071, 1.6230, 1.4644], [1.0932, 2.8104, 1.4933], [-0.2097, 2.6225, 1.1950], [-1.0385, 3.6384, 1.2745], [-0.6039, 4.9205, 1.6205], [0.7226, 5.1421, 1.8756], [1.6350, 4.0648, 1.8152], [4.9143, 3.0973, 2.0688], [5.1232, 0.5954, 1.6771], [3.9566, -1.5677, 1.2324], [1.4581, -1.5521, 0.9764], [-2.0781, 3.4318, 1.0565], [-1.3199, 5.7278, 1.6743], [1.0655, 6.1290, 2.1251], [-0.9225, -1.2699, 0.7344], [-1.6193, 0.3738, -1.4288], [-0.5168, 0.8070, -2.1010], [-0.2497, 0.8232, -3.2784], [0.3193, 1.2586, -1.1154], [-0.6923, -1.9067, -0.0221], [-1.4368, -1.6985, 1.4904], [-2.2155, -0.2599, -1.9335], [-4.1822, 5.8984, -3.2933], [-4.9314, 5.0176, -2.3310], [-6.2317, 5.3431, -1.9677], [-6.9268, 4.5430, -1.0735], [-6.3319, 3.4145, -0.5459], [-5.0351, 3.0541, -0.9248], [-4.4224, 1.9322, -0.3522], [-5.0214, 0.7404, 0.0239], [-6.1953, 0.3115, -0.6144], [-6.8249, -0.8590, -0.2476], [-6.3111, -1.6537, 0.7722], [-5.1465, -1.2548, 1.3948], [-4.4769, -0.0845, 1.0359], [-3.2212, 0.1951, 1.8027], [-2.9913, -0.3296, 2.8705], [-2.3507, 1.0400, 1.2466], [-4.3175, 3.8672, -1.8162], [-2.9070, 3.5416, -2.2369], [-4.8184, 6.7061, -3.6533], [-3.8236, 5.3375, -4.1590], [-3.3020, 6.3473, -2.8251], [-6.6966, 6.2284, -2.3850], [-7.9318, 4.8095, -0.7695], [-6.8592, 2.8107, 0.1794], [-3.4299, 1.9372, -0.2412], [-6.5969, 0.9111, -1.4192], [-7.7227, -1.1599, -0.7741], [-6.8093, -2.5656, 1.0725], [-4.7127, -1.8434, 2.1931], [-2.5061, 2.6545, -1.7524], [-2.2336, 4.3794, -2.0391], [-2.8449, 3.3333, -3.3080], [0.5965, -1.9012, -1.5976], [0.7806, -2.7841, -2.7799], [-0.1567, -2.2642, -4.2210], [0.4429, -1.7494, -5.3635], [-0.3416, -1.2877, -6.4112], [-1.7230, -1.3407, -6.3198], [-2.3285, -1.8549, -5.1801], [-1.5480, -2.3134, -4.1348], [2.5187, -2.8279, -3.2673], [3.2339, -1.6418, -3.0975], [4.5715, -1.5820, -3.4571], [5.2002, -2.7042, -3.9823], [4.4931, -3.8867, -4.1472], [3.1529, -3.9488, -3.7919], [0.2834, -4.4895, -2.4634], [-0.1544, -5.3477, -3.4677], [-0.5029, -6.6555, -3.1629], [-0.4224, -7.1074, -1.8529], [0.0064, -6.2534, -0.8454], [0.3585, -4.9475, -1.1499], [1.5219, -1.6962, -5.4359], [0.1295, -0.8792, -7.2959], [-2.3327, -0.9755, -7.1366], [-3.4079, -1.8869, -5.1045], [-2.0212, -2.7036, -3.2395], [2.7300, -0.7749, -2.6833], [5.1234, -0.6590, -3.3316], [6.2453, -2.6569, -4.2616], [4.9857, -4.7627, -4.5496], [2.6056, -4.8759, -3.9154], [-0.2330, -4.9909, -4.4883], [-0.8460, -7.3186, -3.9463], [-0.7028, -8.1255, -1.6148], [0.0596, -6.6030, 0.1776], [0.6807, -4.2689, -0.3685]],
  "mulliken_charge": [-0.32, -0.63, 1.07, -0.65, -0.67, -0.59, 1.11, -0.77, -1.17, -0.04, 0.62, -0.43, -0.09, 0.39, -0.07, -1.30, -0.54, 0.78, 0.58, 0.47, 0.48, 0.62, 0.76, 0.50, 0.58, -0.25, 0.09, 0.76, -0.69, -0.46, 0.11, 0.14, 0.12, -1.43, 0.97, -0.92, -0.91, -0.47, 0.73, 0.36, 0.54, -0.29, -0.65, -0.77, -0.80, 0.81, -0.11, -0.73, -0.05, 0.42, -0.23, 0.39, 0.30, 0.30, 0.34, 0.39, 0.58, -0.68, 0.57, 0.40, 0.41, 0.51, -1.09, 0.33, 0.45, 0.46, 0.64, 0.25, -0.40, -0.75, -0.50, -0.80, -0.30, -0.03, -0.42, -0.72, -0.50, -0.68, -0.35, 0.26, -0.31, -0.67, -0.49, -0.75, -0.33, 0.36, 0.41, 0.38, 0.42, 0.53, 0.46, 0.44, 0.38, 0.42, 0.40, 0.46, 0.41, 0.39, 0.42, 0.29],
  "homo_ev": -7.15,
  "e_above_lowest_kj_mol": 12.7,
  "total_charge": 0,
  "homo_lumo_gap_ev": 5.68,
  "lumo_ev": -1.473
}